{
  "formula": "C42H69BF3O21S7",
  "method": "ωB97M-V with the def2-TZVPD basis set",
  "e_above_lowest_kcal_mol": 117.2,
  "charge": -1,
  "total_energy_ev": -172342.10070,
  "lumo_ev": 1.5,
  "homo_energy_ev": -7.3,
  "gap_ev": 8.7,
  "symbols": ["O", "C", "O", "B", "O", "C", "O", "O", "C", "O", "C", "O", "O", "F", "C", "C", "C", "C", "C", "C", "H", "H", "H", "H", "H", "F", "C", "C", "C", "C", "C", "C", "H", "H", "H", "H", "H", "F", "C", "C", "C", "C", "C", "C", "H", "H", "H", "H", "H", "C", "S", "O", "C", "H", "H", "H", "H", "H", "H", "C", "S", "O", "C", "H", "H", "H", "H", "H", "H", "C", "S", "O", "C", "H", "H", "H", "H", "H", "H", "C", "S", "O", "C", "H", "H", "H", "H", "H", "H", "C", "S", "O", "C", "H", "H", "H", "H", "H", "H", "C", "S", "O", "C", "H", "H", "H", "H", "H", "H", "C", "S", "O", "C", "H", "H", "H", "H", "H", "H", "C", "O", "C", "O", "O", "C", "H", "H", "H", "H", "H", "H", "C", "O", "C", "O", "O", "C", "H", "H", "H", "H", "H", "H"],
  "coordinates": [[3.287, -0.656, 0.480], [2.093, -0.861, 0.194], [1.200, 0.081, 0.119], [-0.094, -0.575, -0.042], [0.209, -1.992, -0.389], [1.479, -2.249, -0.236], [1.969, -3.344, -0.498], [-0.971, 0.056, -1.076], [-2.197, 0.369, -0.513], [-3.110, 1.047, -1.034], [-2.177, -0.201, 0.991], [-0.954, -0.596, 1.216], [-3.092, -0.178, 1.845], [3.681, -5.852, -8.202], [2.438, -5.258, -8.183], [2.016, -4.586, -7.043], [0.830, -3.804, -7.071], [0.066, -3.792, -8.163], [0.439, -4.560, -9.299], [1.586, -5.378, -9.283], [2.577, -4.514, -6.123], [0.621, -3.199, -6.201], [-0.856, -3.250, -8.015], [-0.223, -4.692, -10.142], [1.853, -5.928, -10.172], [9.384, -0.617, -8.751], [8.316, -0.489, -7.957], [7.174, -0.078, -8.584], [6.050, 0.193, -7.812], [6.113, -0.078, -6.414], [7.260, -0.697, -5.823], [8.357, -0.881, -6.624], [7.228, 0.202, -9.626], [5.157, 0.667, -8.192], [5.179, 0.092, -5.899], [7.275, -0.945, -4.772], [9.206, -1.445, -6.267], [2.914, 6.167, -3.224], [2.464, 6.173, -4.490], [1.315, 5.380, -4.821], [0.858, 5.406, -6.108], [1.654, 6.048, -7.073], [2.702, 6.841, -6.778], [3.163, 6.849, -5.493], [0.799, 4.785, -4.081], [0.033, 4.726, -6.258], [1.186, 6.096, -8.045], [3.335, 7.230, -7.561], [4.023, 7.409, -5.157], [-8.798, 4.201, 2.344], [-9.903, 3.773, 3.781], [-9.826, 4.919, 4.778], [-11.548, 3.795, 2.932], [-8.930, 3.523, 1.501], [-7.804, 4.159, 2.789], [-8.887, 5.239, 2.022], [-12.255, 4.247, 3.627], [-11.959, 2.804, 2.742], [-11.534, 4.222, 1.929], [9.930, 2.534, 2.871], [11.011, 0.972, 3.237], [10.225, 0.171, 4.270], [10.731, -0.012, 1.650], [9.218, 2.258, 2.094], [10.453, 3.444, 2.578], [9.441, 2.736, 3.824], [11.253, 0.397, 0.785], [9.666, -0.124, 1.445], [11.317, -0.931, 1.674], [2.427, -1.793, 6.674], [3.964, -1.214, 7.543], [4.679, -2.496, 7.956], [4.796, -0.715, 5.925], [2.213, -1.436, 5.667], [1.455, -1.673, 7.153], [2.680, -2.853, 6.670], [5.640, -0.043, 6.078], [4.096, -0.374, 5.163], [5.112, -1.610, 5.389], [0.973, 4.558, 8.415], [1.861, 4.962, 6.810], [3.189, 4.254, 6.742], [0.858, 3.997, 5.585], [0.197, 5.305, 8.583], [1.704, 4.479, 9.220], [0.521, 3.567, 8.372], [1.465, 3.805, 4.700], [-0.050, 4.559, 5.364], [0.725, 2.933, 5.780], [7.276, -6.127, 3.958], [8.806, -5.624, 4.839], [8.528, -5.628, 6.365], [9.822, -7.053, 4.520], [6.497, -5.425, 4.257], [6.928, -7.131, 4.202], [7.406, -5.991, 2.885], [10.045, -7.122, 3.455], [9.381, -8.017, 4.774], [10.828, -7.063, 4.940], [-4.160, -4.690, 5.940], [-4.479, -3.699, 7.485], [-4.444, -4.592, 8.707], [-6.305, -3.344, 7.156], [-3.139, -5.068, 5.892], [-4.339, -3.940, 5.170], [-4.897, -5.492, 5.896], [-6.276, -2.757, 6.238], [-6.685, -2.672, 7.926], [-6.960, -4.214, 7.170], [0.730, -9.177, -3.160], [-0.101, -9.041, -1.508], [-1.114, -10.166, -1.495], [1.328, -9.552, -0.370], [0.721, -10.129, -3.690], [1.785, -8.964, -2.989], [0.294, -8.461, -3.857], [2.184, -8.879, -0.420], [1.799, -10.501, -0.625], [0.968, -9.719, 0.645], [-11.015, -1.149, 0.898], [-12.117, -0.794, 0.061], [-13.287, -1.505, 0.181], [-13.459, -2.577, 0.744], [-14.119, -0.663, -0.464], [-15.473, -1.067, -0.670], [-11.175, -0.696, 1.876], [-10.120, -0.676, 0.493], [-10.783, -2.213, 0.950], [-15.488, -1.686, -1.568], [-16.040, -0.157, -0.865], [-15.915, -1.560, 0.196], [-5.258, 8.549, -3.082], [-4.764, 9.583, -2.310], [-4.974, 10.873, -2.620], [-5.630, 11.374, -3.536], [-4.217, 11.507, -1.730], [-4.124, 12.935, -1.757], [-6.296, 8.649, -3.402], [-5.186, 7.574, -2.599], [-4.776, 8.346, -4.038], [-3.086, 13.257, -1.845], [-4.533, 13.150, -0.770], [-4.710, 13.529, -2.458]],
  "lowdin_charge": [0.089, -0.357, 0.249, -0.813, 0.215, -0.371, 0.101, 0.180, -0.274, 0.078, -0.360, 0.198, 0.067, 0.028, -0.257, -0.002, -0.103, -0.112, -0.063, -0.020, 0.112, 0.111, 0.103, 0.094, 0.109, 0.060, -0.305, -0.033, -0.071, -0.069, -0.071, -0.034, 0.115, 0.099, 0.091, 0.104, 0.114, 0.059, -0.247, -0.012, -0.084, -0.114, -0.115, -0.030, 0.115, 0.107, 0.098, 0.110, 0.115, -0.253, 0.828, -0.579, -0.260, 0.049, 0.040, 0.052, 0.046, 0.033, 0.043, -0.217, 0.834, -0.593, -0.258, 0.035, 0.034, 0.039, 0.036, 0.051, 0.038, -0.262, 0.846, -0.591, -0.240, 0.041, 0.039, 0.040, 0.043, 0.035, 0.050, -0.246, 0.826, -0.587, -0.258, 0.038, 0.045, 0.040, 0.047, 0.044, 0.052, -0.257, 0.838, -0.574, -0.308, 0.049, 0.053, 0.047, 0.045, 0.055, 0.052, -0.250, 0.828, -0.596, -0.247, 0.049, 0.041, 0.048, 0.037, 0.038, 0.052, -0.260, 0.853, -0.595, -0.250, 0.053, 0.034, 0.039, 0.042, 0.043, 0.041, -0.049, -0.035, -0.540, 0.120, -0.019, -0.039, 0.093, 0.091, 0.095, 0.097, 0.091, 0.095, -0.086, 0.011, -0.557, 0.102, 0.000, -0.035, 0.094, 0.096, 0.094, 0.093, 0.094, 0.092]
}